Below is one molecule with the formula C5H6N2S at a distorted geometry, with properties calculated with ωB97M-V/def2-TZVPD.

Computed properties:
Spin multiplicity ... 3
Lowest unoccupied orbital energy (alpha / beta) ... 0.76 / -2.92 eV
Charge ... 0
Orbital gap (alpha / beta) ... 9.415 / 5.389 eV
<S²> ... 2.0208
HOMO (alpha / beta) ... -0.318 / -0.305 hartree

XYZ file:
```
14
Properties=species:S:1:pos:R:3:lowdin_spin:R:1
C 1.87280 0.94807 -0.09427 0.066
C 1.43429 1.34396 -1.41417 0.150
C 1.20567 0.13912 0.77755 -0.015
C -1.16656 -0.42422 0.68881 0.066
C -2.03743 -1.47834 0.09527 0.022
N 0.49567 1.08571 -2.15974 0.767
N 0.09815 -0.54079 0.59698 0.090
S -1.88469 0.85705 1.56180 0.776
H 2.82352 1.34404 0.22473 0.003
H 2.17654 2.04381 -1.83122 0.063
H 1.74898 -0.10428 1.69207 0.001
H -2.92832 -1.01943 -0.32578 0.005
H -2.34179 -2.18026 0.86896 -0.001
H -1.49683 -2.01445 -0.68099 0.005
```